Entry 1:
The following is a DFT calculation (ωB97M-V with the def2-TZVPD basis set) of the molecule C15H11Cl2FN2O2.

Structure (XYZ):
```
33
C15H11Cl2FN2O2, DFT ωB97M-V with the def2-TZVPD basis set
O 0.30 1.20 0.29
C -0.30 0.88 -0.72
C -1.22 -0.34 -0.73
N -1.06 -1.07 0.50
C -1.04 -2.42 0.51
O -1.32 -3.09 -0.46
C -0.71 -3.00 1.85
C -1.34 -2.51 3.00
C -1.09 -3.06 4.24
C -0.20 -4.12 4.35
Cl 0.13 -4.81 5.89
C 0.44 -4.62 3.23
C 0.18 -4.06 1.98
Cl 0.99 -4.69 0.61
N -0.26 1.53 -1.91
C 0.45 2.69 -2.26
C 0.31 3.16 -3.56
C 0.98 4.30 -3.97
C 1.79 4.96 -3.07
F 2.44 6.07 -3.46
C 1.94 4.50 -1.77
C 1.27 3.37 -1.36
H -0.98 -1.01 -1.57
H -2.26 0.00 -0.85
H -0.62 -0.53 1.24
H -2.04 -1.70 2.91
H -1.58 -2.68 5.12
H 1.14 -5.44 3.31
H -0.81 1.14 -2.66
H -0.33 2.63 -4.26
H 0.88 4.67 -4.98
H 2.58 5.04 -1.09
H 1.38 3.00 -0.35
```

Properties
HOMO	-8.85	eV
SMILES string	O=C(CNC(=O)c1ccc(Cl)cc1Cl)Nc1ccc(F)cc1
maximum force	0.611	eV Å⁻¹
calculated total energy	-1858.5021	a.u.


Entry 2:
The following is a DFT calculation (ωB97M-V with the def2-TZVPD basis set) of a structure of composition C15H11Cl5N7Ru.

Structure (XYZ):
```
39
C15H11Cl5N7Ru, DFT ωB97M-V with the def2-TZVPD basis set
Ru 1.03 0.82 -0.34
N -2.90 1.96 0.04
C -1.62 2.21 0.15
N -0.96 1.05 0.13
C -1.96 0.09 0.01
N -3.15 0.63 -0.06
C -0.47 -1.94 0.11
C -0.26 -3.28 0.67
N 0.82 -3.97 0.57
C 2.06 -3.62 0.26
C 2.55 -2.29 0.46
N 1.82 -1.23 0.40
H -3.67 2.62 0.02
H -1.17 3.19 0.23
H -1.09 -3.73 1.20
H 2.77 -4.41 0.05
H 3.59 -2.13 0.73
Cl 3.02 0.92 -1.77
C 3.09 2.47 -0.88
C 2.01 2.56 -0.02
C 1.98 3.67 0.82
Cl 0.73 3.82 2.01
C 2.96 4.66 0.72
Cl 2.91 6.04 1.72
C 4.01 4.51 -0.22
Cl 5.20 5.71 -0.34
C 4.09 3.38 -1.04
Cl 5.35 3.14 -2.17
C -4.20 -1.88 0.24
N -2.83 -2.19 -0.20
C -2.73 -3.46 -0.94
C -1.76 -1.38 -0.04
N 0.57 -1.17 -0.16
H -4.66 -2.83 0.51
H -4.77 -1.42 -0.57
H -4.19 -1.23 1.11
H -2.84 -4.31 -0.28
H -1.79 -3.51 -1.49
H -3.55 -3.47 -1.66
```

Properties
net charge	+2
HOMO (alpha / beta)	-13.91 / -14.84	eV
maximum force	0.691	eV Å⁻¹
multiplicity	6
calculated total energy	-3356.5778	a.u.


Entry 3:
The following is a DFT calculation (ωB97M-V with the def2-TZVPD basis set) of a structure of composition C15H11ClCoN2O6S.

Structure (XYZ):
```
37
C15H11ClCoN2O6S, DFT ωB97M-V with the def2-TZVPD basis set
Co -0.68 1.09 1.28
O -3.70 2.94 1.83
Cl -2.30 3.20 1.74
O -1.98 4.53 2.07
O -1.59 2.24 2.65
O -1.79 2.82 0.42
O 1.28 1.69 1.54
S 1.81 0.51 0.81
O 2.70 -0.39 1.48
N 0.42 -0.11 0.36
C -0.07 -1.39 0.19
C 0.57 -2.51 -0.28
C -0.16 -3.71 -0.42
C -1.48 -3.80 -0.11
C -2.16 -2.67 0.40
C -3.52 -2.64 0.78
C -4.07 -1.50 1.28
C -3.27 -0.35 1.44
N -2.00 -0.34 1.09
C -1.44 -1.48 0.56
C 2.61 1.12 -0.63
C 3.76 0.48 -1.09
C 4.36 0.94 -2.25
C 3.81 2.02 -2.94
C 2.67 2.65 -2.46
C 2.06 2.20 -1.30
H 1.61 -2.46 -0.55
H 0.36 -4.58 -0.80
H -2.02 -4.73 -0.23
H -4.12 -3.54 0.66
H -5.11 -1.45 1.58
H -3.67 0.57 1.85
H 4.17 -0.35 -0.53
H 5.25 0.46 -2.62
H 4.28 2.37 -3.84
H 2.25 3.49 -3.00
H 1.17 2.69 -0.92
```

Properties
HOMO (alpha / beta)	-8.68 / -8.67	eV
maximum force	0.521	eV Å⁻¹
multiplicity	2
calculated total energy	-3380.0712	a.u.


Entry 4:
The following is a DFT calculation (ωB97M-V with the def2-TZVPD basis set) of a cluster of 2 separate species, C15H11F3N3O5S in total in a non-equilibrium geometry.

Structure (XYZ):
```
38
C15H11F3N3O5S, DFT ωB97M-V with the def2-TZVPD basis set
F 2.79 0.13 -2.92
C 2.13 0.72 -1.89
F 1.77 1.99 -2.25
F 0.99 0.03 -1.62
S 3.17 0.87 -0.42
N -1.80 1.32 -0.21
C -2.61 0.28 -0.66
O -2.42 -0.93 -0.50
C -3.79 0.90 -1.36
C -3.66 2.27 -1.26
C -4.64 3.15 -1.70
C -5.81 2.60 -2.27
C -5.96 1.20 -2.37
C -4.94 0.34 -1.91
C -2.39 2.55 -0.48
O -2.02 3.67 -0.14
H -4.50 4.22 -1.60
H -6.60 3.26 -2.62
H -6.87 0.79 -2.80
H -5.04 -0.75 -1.98
C 0.44 -2.28 1.28
N 1.79 -1.75 1.25
C 2.50 -1.79 0.05
O 2.22 -2.56 -0.86
C 3.63 -0.78 -0.06
C 4.31 -0.59 1.30
O 5.22 0.22 1.42
N 3.87 -1.43 2.32
C 4.61 -1.38 3.56
C 2.50 -1.76 2.47
O 2.02 -2.06 3.55
H 0.04 -2.07 2.27
H -0.17 -1.80 0.51
H 0.46 -3.37 1.12
H 4.37 -1.12 -0.80
H 4.59 -2.36 4.02
H 5.64 -1.09 3.34
H 4.17 -0.64 4.24
```

Properties
net charge	-1
HOMO	-4.82	eV
maximum force	2.024	eV Å⁻¹
calculated total energy	-1816.6085	a.u.


Entry 5:
The following is a DFT calculation (ωB97M-V with the def2-TZVPD basis set) of a structure of composition C15H11F6IrN2OS5SbSe2 in a non-equilibrium geometry.

Structure (XYZ):
```
44
C15H11F6IrN2OS5SbSe2, DFT ωB97M-V with the def2-TZVPD basis set
Ir -0.28 -0.05 0.20
Se -2.17 -1.08 -0.92
Se 1.24 -1.32 -3.44
C 1.54 -2.20 -1.84
C 2.32 -3.31 -1.71
C 2.43 -4.09 -0.51
C 1.77 -3.80 0.62
C 0.97 -2.58 0.68
N 0.92 -1.76 -0.59
C -1.57 0.22 -2.18
C -2.09 0.67 -3.37
C -1.45 1.74 -3.97
C -0.34 2.32 -3.38
C 0.14 1.79 -2.19
N -0.48 0.75 -1.63
H 2.83 -3.64 -2.60
H 3.04 -4.99 -0.56
H 1.77 -4.45 1.48
H 0.04 -2.59 1.22
H -2.97 0.21 -3.79
H -1.83 2.14 -4.90
H 0.15 3.18 -3.80
H 1.00 2.18 -1.67
S -0.33 5.38 -1.69
Sb -2.11 5.04 -0.29
S -1.31 1.77 1.09
S -2.64 2.61 -0.31
S -2.00 5.74 1.88
S 3.11 -0.51 0.50
C 1.65 -1.26 0.47
C 1.58 0.21 3.61
C 0.19 -0.43 3.53
O -0.41 -0.44 2.31
C -0.76 0.39 4.46
F -2.03 0.00 4.38
F -0.41 0.31 5.77
F -0.71 1.69 4.15
C 0.30 -1.86 4.13
F -0.89 -2.47 4.25
F 1.06 -2.66 3.36
F 0.88 -1.89 5.35
H 1.55 1.16 3.07
H 2.32 -0.42 3.13
H 1.87 0.40 4.64
```

Properties
net charge	-2
HOMO (alpha / beta)	-1.78 / -1.78	eV
maximum force	1.131	eV Å⁻¹
multiplicity	2
calculated total energy	-8500.5895	a.u.


Entry 6:
The following is a DFT calculation (ωB97M-V with the def2-TZVPD basis set) of the molecule C15H11N3O6S in a non-equilibrium geometry.

Structure (XYZ):
```
36
C15H11N3O6S, DFT ωB97M-V with the def2-TZVPD basis set
C -0.81 2.40 3.65
C 0.10 1.58 2.81
C 1.20 2.18 2.20
C 2.08 1.47 1.40
C 1.87 0.12 1.20
S 3.01 -0.82 0.18
O 3.78 0.11 -0.59
O 3.68 -1.80 0.97
N 1.98 -1.70 -0.81
C 0.92 -1.16 -1.51
C 0.90 0.21 -1.80
C -0.17 0.78 -2.48
C -1.20 -0.04 -2.88
C -1.17 -1.42 -2.62
C -0.12 -1.99 -1.94
C -2.39 -2.03 -3.19
O -2.75 -3.18 -3.20
N -3.09 -0.97 -3.75
C -2.45 0.26 -3.62
O -2.88 1.31 -4.02
C 0.81 -0.52 1.79
C -0.08 0.21 2.59
N -1.19 -0.54 3.14
O -1.47 -1.58 2.60
O -1.77 -0.08 4.10
H -0.72 2.11 4.70
H -0.58 3.45 3.55
H -1.85 2.23 3.38
H 1.36 3.24 2.35
H 2.92 1.94 0.93
H 1.96 -2.68 -0.61
H 1.74 0.81 -1.49
H -0.18 1.83 -2.70
H -0.11 -3.05 -1.74
H -3.97 -1.08 -4.22
H 0.64 -1.58 1.65
```

Properties
HOMO	-9.47	eV
SMILES string	Cc1ccc(S(=O)(=O)Nc2ccc3c(c2)C(=O)NC3=O)cc1[N+](=O)[O-]
maximum force	1.346	eV Å⁻¹
calculated total energy	-1592.0567	a.u.


Entry 7:
The following is a DFT calculation (ωB97M-V with the def2-TZVPD basis set) of a structure of composition C15H12BaCl2N2O6S in a non-equilibrium geometry.

Structure (XYZ):
```
39
C15H12BaCl2N2O6S, DFT ωB97M-V with the def2-TZVPD basis set
Ba 0.65 1.60 0.78
Cl -0.79 4.56 0.89
C -2.47 4.50 1.47
C -3.17 5.68 1.36
C -4.50 5.70 1.79
C -5.06 4.54 2.30
C -4.31 3.38 2.39
Cl -5.09 1.97 3.05
C -2.97 3.29 1.98
S -2.06 1.82 2.10
H -2.70 6.55 0.95
H -5.08 6.60 1.72
H -6.08 4.52 2.64
N -0.13 -0.84 -4.35
C -0.48 0.47 -3.81
C 0.37 0.78 -2.59
O 1.16 -0.20 -2.19
O 0.32 1.83 -1.98
H -0.93 -1.44 -4.47
H 1.01 -0.94 -2.82
H 0.36 -0.78 -5.23
H -1.52 0.49 -3.46
H -0.39 1.30 -4.51
O 0.63 -0.89 0.93
C 1.87 -0.96 1.13
O 2.55 0.06 1.39
C 2.55 -2.29 1.00
C 3.89 -2.43 1.33
C 4.53 -3.66 1.20
C 3.82 -4.76 0.74
C 2.49 -4.59 0.42
C 1.83 -3.39 0.54
N 1.74 -5.75 -0.10
O 0.61 -5.56 -0.51
O 2.30 -6.83 -0.10
H 4.43 -1.56 1.68
H 5.57 -3.76 1.46
H 4.29 -5.73 0.63
H 0.78 -3.29 0.29
```

Properties
HOMO	-7.16	eV
maximum force	1.107	eV Å⁻¹
calculated total energy	-2483.8931	a.u.


Entry 8:
The following is a DFT calculation (ωB97M-V with the def2-TZVPD basis set) of a structure of composition C15H12Br2NO4S in a non-equilibrium geometry.

Structure (XYZ):
```
35
C15H12Br2NO4S, DFT ωB97M-V with the def2-TZVPD basis set
Br 3.64 -0.08 0.91
C 1.81 -0.16 1.33
C 1.23 -1.40 1.62
C -0.11 -1.48 1.97
C -0.90 -0.30 1.99
C -2.34 -0.36 2.50
C -3.33 0.37 1.74
N -4.66 0.10 1.94
O -5.53 0.84 1.42
O -4.94 -0.95 2.59
C -0.33 0.94 1.61
C 1.05 1.00 1.34
H 1.81 -2.31 1.54
H -0.57 -2.42 2.29
H -2.64 -1.40 2.78
H -3.10 1.14 1.02
H -0.95 1.86 1.63
H 1.53 1.95 1.10
Br -3.38 1.67 4.60
C -3.03 -0.15 4.13
S -2.01 -0.84 5.44
C -2.76 -0.82 7.10
C -2.70 0.33 7.90
C -3.24 0.32 9.19
C -3.84 -0.83 9.70
C -3.94 -1.97 8.89
C -3.40 -1.96 7.60
O -1.85 -2.27 5.23
O -0.88 0.04 5.37
H -4.00 -0.74 4.11
H -2.24 1.22 7.48
H -3.18 1.23 9.80
H -4.23 -0.85 10.70
H -4.45 -2.87 9.25
H -3.47 -2.85 6.96
```

Properties
net charge	-1
HOMO	-3.77	eV
maximum force	3.289	eV Å⁻¹
calculated total energy	-6480.6159	a.u.


Entry 9:
The following is a DFT calculation (ωB97M-V with the def2-TZVPD basis set) of the molecule C15H12BrN3O4 in a non-equilibrium geometry.

Structure (XYZ):
```
35
C15H12BrN3O4, DFT ωB97M-V with the def2-TZVPD basis set
N -0.79 -1.09 1.08
C -1.17 -1.56 -0.13
N -0.68 -1.32 -1.29
O 0.42 -0.48 -1.52
C 1.54 -0.49 -0.83
O 1.77 -1.12 0.18
C 2.53 0.48 -1.46
C 2.53 1.72 -0.62
C 1.71 2.80 -0.96
C 1.67 3.92 -0.16
C 2.46 3.98 0.98
N 2.43 5.15 1.81
O 1.70 6.06 1.48
O 3.13 5.16 2.80
C 3.28 2.91 1.33
C 3.31 1.79 0.53
C -2.37 -2.42 -0.17
C -3.42 -2.24 0.73
C -4.53 -3.06 0.67
C -4.62 -4.07 -0.27
C -3.58 -4.23 -1.17
Br -3.69 -5.61 -2.48
C -2.46 -3.43 -1.14
H -1.19 -1.54 1.89
H 0.18 -0.81 1.20
H 3.52 0.01 -1.45
H 2.22 0.69 -2.48
H 1.09 2.74 -1.84
H 1.04 4.77 -0.41
H 3.88 2.98 2.23
H 3.94 0.95 0.80
H -3.38 -1.45 1.46
H -5.34 -2.91 1.37
H -5.49 -4.71 -0.32
H -1.66 -3.55 -1.84
```

Properties
HOMO	-9.42	eV
SMILES string	N/C(=N\OC(=O)Cc1ccc([N+](=O)[O-])cc1)c1cccc(Br)c1
maximum force	1.380	eV Å⁻¹
calculated total energy	-3617.9326	a.u.


Entry 10:
The following is a DFT calculation (ωB97M-V with the def2-TZVPD basis set) of a structure of composition C15H12Cl2N5NdO5S in a non-equilibrium geometry.

Structure (XYZ):
```
41
C15H12Cl2N5NdO5S, DFT ωB97M-V with the def2-TZVPD basis set
Nd -10.11 9.96 -2.79
O -12.29 5.75 1.57
C -11.74 6.33 0.48
C -12.48 6.50 -0.72
C -11.87 7.31 -1.67
N -10.68 7.86 -1.52
C -9.91 7.65 -0.43
C -10.43 6.84 0.60
C -8.63 8.35 -0.37
O -7.79 8.08 0.49
O -8.42 9.27 -1.34
C -12.48 7.73 -2.94
O -13.49 7.22 -3.42
O -11.84 8.79 -3.44
H -13.22 5.49 1.47
H -13.42 5.92 -0.90
H -9.82 6.60 1.46
N -8.98 10.44 -7.55
C -9.17 10.43 -6.21
S -9.03 8.94 -5.36
N -9.56 11.65 -5.73
N -9.70 11.83 -4.41
C -9.72 13.02 -3.85
C -9.31 13.15 -2.45
C -8.88 14.37 -1.92
C -8.15 14.41 -0.73
C -7.91 13.18 -0.09
C -8.40 11.99 -0.60
N -9.07 11.98 -1.75
H -8.78 9.61 -8.08
H -9.32 11.27 -8.08
H -10.11 13.92 -4.32
H -9.07 15.28 -2.51
H -7.82 15.38 -0.38
H -7.32 13.12 0.83
H -8.33 11.00 -0.14
Cl -12.37 11.45 -1.72
C -12.42 12.72 -0.42
Cl -12.45 14.33 -1.17
H -11.51 12.60 0.17
H -13.35 12.56 0.10
```

Properties
HOMO (alpha / beta)	-7.85 / -7.86	eV
maximum force	4.084	eV Å⁻¹
multiplicity	4
calculated total energy	-3108.9166	a.u.


Entry 11:
The following is a DFT calculation (ωB97M-V with the def2-TZVPD basis set) of a structure of composition C15H12F5N2O4ScTe in a non-equilibrium geometry.

Structure (XYZ):
```
40
C15H12F5N2O4ScTe, DFT ωB97M-V with the def2-TZVPD basis set
Sc -0.20 1.59 0.30
C -4.08 1.37 -1.08
O -4.41 0.19 -0.35
C -4.00 0.18 0.95
C -4.92 -0.07 1.94
C -4.55 -0.17 3.28
C -3.22 -0.01 3.62
C -2.26 0.27 2.64
C -0.87 0.40 3.04
N 0.02 0.88 2.26
N 1.36 0.90 2.66
C 2.12 1.01 1.60
O 1.66 1.02 0.37
C 3.57 1.18 1.80
C 4.39 1.38 0.70
C 5.76 1.56 0.87
C 6.31 1.54 2.14
C 5.49 1.33 3.24
C 4.13 1.15 3.08
C -2.64 0.34 1.28
O -1.74 0.51 0.32
H -4.59 1.29 -2.03
H -3.00 1.46 -1.24
H -4.44 2.26 -0.54
H -5.96 -0.19 1.64
H -5.29 -0.37 4.04
H -2.91 -0.08 4.65
H -0.57 0.04 4.02
H 3.95 1.40 -0.29
H 6.39 1.72 0.00
H 7.37 1.68 2.27
H 5.92 1.31 4.24
H 3.49 1.00 3.93
F -1.71 3.45 0.74
Te -0.45 4.46 -0.28
F 0.91 5.47 -0.98
F 0.72 3.64 0.98
F -0.68 5.76 1.00
F -1.75 5.31 -1.26
O -0.27 3.00 -1.32
```

Properties
HOMO	-8.67	eV
maximum force	1.299	eV Å⁻¹
calculated total energy	-2517.5108	a.u.


Entry 12:
The following is a DFT calculation (ωB97M-V with the def2-TZVPD basis set) of a structure of composition C15H12F6N5O4RuS4 in a non-equilibrium geometry.

Structure (XYZ):
```
47
C15H12F6N5O4RuS4, DFT ωB97M-V with the def2-TZVPD basis set
Ru 0.92 0.30 -0.52
N -1.67 2.05 -3.50
C -1.02 1.32 -2.59
S 0.73 1.30 -2.61
N -1.70 0.57 -1.76
N -0.98 -0.03 -0.80
C -0.47 -1.28 -1.02
C -0.40 -2.27 0.07
C -0.93 -3.55 -0.02
C -0.86 -4.42 1.05
C -0.28 -3.99 2.24
C 0.26 -2.73 2.30
N 0.23 -1.93 1.21
H -1.16 2.57 -4.19
H -2.68 2.04 -3.52
H -0.62 -1.69 -2.01
H -1.41 -3.84 -0.95
H -1.27 -5.41 0.97
H -0.23 -4.62 3.11
H 0.77 -2.31 3.15
F 3.32 0.96 2.59
C 4.32 1.47 1.87
F 5.44 1.39 2.57
F 4.06 2.72 1.56
S 4.49 0.50 0.32
O 3.15 0.55 -0.25
O 5.54 1.08 -0.44
N 4.85 -0.97 0.87
S 3.59 -1.88 1.22
O 3.89 -2.93 2.18
O 0.91 -0.77 1.29
C 3.36 -2.92 -0.42
F 2.74 -4.02 -0.04
F 2.65 -2.25 -1.29
F 4.56 -3.17 -0.87
S 0.53 2.48 0.65
C 1.24 3.88 -0.02
C 2.28 3.89 -0.97
C 2.75 5.08 -1.47
C 2.19 6.29 -1.04
C 1.18 6.30 -0.09
C 0.70 5.11 0.42
H 2.73 2.95 -1.29
H 3.55 5.08 -2.20
H 2.56 7.22 -1.45
H 0.76 7.24 0.25
H -0.09 5.10 1.16
```

Properties
net charge	+1
HOMO (alpha / beta)	-10.96 / -11.21	eV
maximum force	1.543	eV Å⁻¹
multiplicity	5
calculated total energy	-3439.9543	a.u.


Entry 13:
The following is a DFT calculation (ωB97M-V with the def2-TZVPD basis set) of the ion C15H12F6NO with charge +1 in a non-equilibrium geometry.

Structure (XYZ):
```
35
C15H12F6NO, DFT ωB97M-V with the def2-TZVPD basis set
C 2.69 -1.87 1.96
C 2.64 -2.03 0.33
O 3.56 -1.13 -0.40
C 2.73 -0.10 -1.12
C 1.72 0.79 -0.18
C 0.74 1.92 -0.85
C -0.27 2.73 0.19
F 0.53 3.40 1.29
F -1.17 3.67 -0.52
C -1.24 1.53 0.85
C -1.32 1.18 2.45
C -2.31 -0.09 2.89
C -3.19 -0.99 1.80
C -3.11 -0.62 0.20
C -3.88 -1.42 -1.01
F -4.04 -0.53 -2.22
F -2.97 -2.53 -1.49
F -5.25 -1.90 -0.66
C -2.12 0.65 -0.24
C 0.79 2.15 -2.48
C 1.87 1.18 -3.32
N 2.76 0.14 -2.61
F 3.59 -0.58 -3.45
H 2.74 -0.77 2.36
H 3.61 -2.50 2.38
H 1.69 -2.34 2.38
H 1.52 -1.99 -0.07
H 3.01 -3.14 0.09
H 1.70 0.62 0.98
H -0.69 1.77 3.25
H -2.41 -0.44 4.02
H -3.87 -1.91 2.11
H -2.03 0.89 -1.40
H 0.08 2.92 -3.01
H 1.90 1.31 -4.49
```

Properties
net charge	+1
HOMO	-12.18	eV
SMILES string	CCOc1cc(C(F)(F)c2cccc(C(F)(F)F)c2)cc[n+]1F
maximum force	5.559	eV Å⁻¹
calculated total energy	-1306.9568	a.u.